Record 1
21
Properties=species:S:1:pos:R:3 method="wB97M-V/def2-TZVPD" energy_ev=-20435.7826 charge=+1 fmax_ev_per_a=4.807 e_above_lowest_ev=1.985 smiles=CC[C@H]([NH3+])C1(Cl)CC1 lumo_energy_ev=-3.48 e_homo_ev=-14.351 gap_ev=10.9
C 1.11 1.93 -1.44
C 0.85 0.48 -1.09
C -0.07 0.44 0.17
N 0.55 1.05 1.32
C -0.47 -1.23 0.55
Cl 0.87 -1.77 1.55
C -1.01 -2.23 -0.37
C -1.81 -1.63 0.81
H 1.66 2.34 -0.67
H 0.28 2.55 -1.53
H 1.49 1.95 -2.36
H 0.36 0.12 -1.89
H 1.68 -0.09 -0.70
H -0.88 1.01 -0.09
H 0.05 1.00 2.23
H 0.63 2.03 1.38
H 1.38 0.50 1.55
H -0.71 -3.19 -0.33
H -1.38 -1.94 -1.23
H -2.56 -1.02 0.60
H -2.02 -2.30 1.54

=====

Record 2
7
Properties=species:S:1:pos:R:3 method="wB97M-V/def2-TZVPD" energy_ev=-31906.3208 charge=-2 fmax_ev_per_a=3.393 e_above_lowest_ev=1.050 lumo_energy_ev="6.30 / 6.33" e_homo_ev="-0.272 / 1.578" gap_ev="6.6 / 4.7"
O 1.96 0.66 1.44
O 1.54 0.65 -1.10
O -2.63 -0.50 -1.34
O -2.32 0.32 1.03
O 2.04 -1.47 0.13
S -1.94 0.41 -0.38
S 1.34 -0.09 0.22

=====

Record 3
10
Properties=species:S:1:pos:R:3 method="wB97M-V/def2-TZVPD" energy_ev=-8202.4195 fmax_ev_per_a=1.390 e_above_lowest_ev=1.466 smiles=Nc1cnco1 lumo_energy_ev=0.87 e_homo_ev=-8.115 gap_ev=9.0
N -0.66 1.19 1.17
C -0.14 0.26 0.31
C -0.74 -0.69 -0.46
N 0.22 -1.42 -1.14
C 1.30 -0.79 -0.89
O 1.19 0.20 0.07
H -0.02 1.71 1.76
H -1.51 0.90 1.64
H -1.74 -0.70 -0.86
H 2.10 -0.66 -1.61